The following is a quantum chemistry calculation of 2 unconnected molecules or ions with the total composition C6H6, from the Open Molecules 2025 dataset.

CARTESIAN COORDINATES (ANGSTROEM)
C (0.203, -0.389, -1.506)
C (0.589, -0.022, -0.040)
C (-0.219, 1.031, 0.491)
C (-0.991, 1.789, 1.015)
C (0.115, -0.971, 1.145)
C (0.527, -2.173, 1.348)
H (-0.830, -0.736, -1.524)
H (0.274, 0.491, -2.170)
H (0.847, -1.172, -1.927)
H (1.670, 0.250, -0.020)
H (-1.371, 2.765, 0.935)
H (-0.813, -0.864, 2.252)

* Kohn-Sham gap: 0.343 Ha
* energy above the lowest of the compared OMol25 structures with the same formula, charge and spin: 780.2 kJ/mol
* E_tot: -6311.1139 eV
* charge: 0
* molecular weight: 78.1 g mol⁻¹
* spin multiplicity: 1
* strongest force on any atom: 0.090 Eh/bohr



The following is a quantum chemistry calculation of 2 unconnected molecules or ions with the total composition C2H3BrO2, from the Open Molecules 2025 dataset.

CARTESIAN COORDINATES (ANGSTROEM)
C (-0.638, -0.074, 0.073)
C (0.492, 0.206, -0.710)
O (-0.817, 0.610, 1.269)
O (-1.608, 0.910, 0.175)
Br (1.019, -0.925, -1.991)
H (-1.117, -1.039, 0.293)
H (1.789, -0.843, 1.368)
H (0.880, 1.155, -0.479)

* Kohn-Sham gap (alpha / beta): 0.337 / 0.302 Ha
* energy above the lowest of the compared OMol25 structures with the same formula, charge and spin: 838.4 kJ/mol
* E_tot: -76251.5881 eV
* charge: 0
* molecular weight: 138.9 g mol⁻¹
* spin multiplicity: 1
* strongest force on any atom: 0.069 Eh/bohr



The following is a quantum chemistry calculation of 15 unconnected molecules or ions with the total composition C5H39NO14, from the Open Molecules 2025 dataset.

CARTESIAN COORDINATES (ANGSTROEM)
C (0.833, 2.018, -3.705)
C (0.038, 1.664, -2.467)
C (0.638, 0.586, -1.693)
C (0.037, 0.032, -0.602)
N (0.435, -1.171, 0.036)
C (0.830, -1.018, 1.474)
H (1.761, 2.143, -3.232)
H (0.753, 1.194, -4.451)
H (0.439, 2.848, -4.258)
H (-1.036, 1.619, -2.583)
H (0.054, 2.617, -1.885)
H (1.484, 0.112, -2.208)
H (-0.908, 0.530, -0.365)
H (1.178, -1.772, -0.486)
H (0.012, -0.667, 2.089)
H (1.582, -0.260, 1.777)
H (1.131, -2.144, 1.774)
H (-3.108, 1.298, -2.117)
H (-2.995, 2.072, -3.425)
O (-3.145, 2.227, -2.411)
H (-3.878, -2.637, 1.522)
H (-4.157, -1.057, 1.416)
O (-4.434, -1.963, 1.117)
H (1.878, -3.064, -2.093)
H (1.024, -4.156, -2.737)
O (1.123, -3.535, -1.940)
H (4.279, 1.539, 1.069)
H (3.349, 2.414, 2.034)
O (4.243, 2.403, 1.602)
H (1.604, 1.626, 3.559)
H (1.723, 0.660, 4.753)
O (2.121, 1.538, 4.423)
H (2.600, -2.726, 0.912)
H (3.868, -3.500, 1.053)
O (3.470, -2.712, 1.135)
H (-0.569, 1.266, 5.227)
H (-0.330, 2.222, 4.079)
O (-0.525, 1.248, 4.190)
H (3.495, -0.154, -1.140)
H (3.772, -1.725, -0.442)
O (3.606, -0.687, -0.360)
H (-2.909, -1.132, -3.410)
H (-3.677, -1.648, -2.198)
O (-3.641, -0.908, -2.832)
H (-2.734, -2.368, -0.214)
H (-1.306, -2.307, 0.432)
O (-2.150, -2.412, 0.540)
H (-2.774, -0.161, 0.702)
H (-1.865, -0.125, 2.040)
O (-2.552, 0.323, 1.513)
H (2.973, 3.668, 1.091)
H (2.143, 4.463, -0.029)
O (2.025, 3.980, 0.851)
H (-0.398, 1.829, 1.180)
H (1.095, 2.686, 1.262)
O (0.520, 1.933, 1.469)
H (-4.033, -3.573, -0.685)
H (-4.939, -2.318, -1.059)
O (-4.055, -2.855, -1.292)

* Kohn-Sham gap: 0.293 Ha
* energy above the lowest of the compared OMol25 structures with the same formula, charge and spin: 793.5 kJ/mol
* E_tot: -35968.3355 eV
* charge: 0
* molecular weight: 337.4 g mol⁻¹
* spin multiplicity: 1
* strongest force on any atom: 0.158 Eh/bohr



The following is a quantum chemistry calculation of 2 unconnected molecules or ions with the total composition C5H11NO2, from the Open Molecules 2025 dataset.

CARTESIAN COORDINATES (ANGSTROEM)
C (-0.800, 1.308, 0.992)
C (-1.454, 0.317, 0.414)
C (-1.199, 0.054, -0.974)
C (-2.509, -0.410, 1.174)
C (2.543, -0.668, -1.183)
N (3.069, -0.106, 0.066)
O (2.521, 0.887, 0.452)
O (3.957, -0.663, 0.593)
H (-1.057, 1.699, 2.026)
H (0.038, 1.920, 0.665)
H (-1.512, -0.940, -1.178)
H (-0.242, 0.201, -1.469)
H (-1.952, 0.630, -1.507)
H (-3.277, -0.808, 0.587)
H (-2.889, 0.211, 1.957)
H (-2.068, -1.210, 1.798)
H (2.980, -0.612, -2.212)
H (2.301, -1.683, -1.050)
H (1.548, -0.126, -1.153)

* Kohn-Sham gap (alpha / beta): 0.127 / 0.138 Ha
* energy above the lowest of the compared OMol25 structures with the same formula, charge and spin: 541.0 kJ/mol
* E_tot: -10938.1921 eV
* charge: 0
* molecular weight: 117.1 g mol⁻¹
* spin multiplicity: 3
* strongest force on any atom: 0.150 Eh/bohr



The following is a quantum chemistry calculation of a molecular structure, C22H20BrN6O2Pt, from the Open Molecules 2025 dataset.

CARTESIAN COORDINATES (ANGSTROEM)
Pt (-0.094, 0.131, 0.034)
O (2.940, -0.468, 2.368)
C (3.957, -1.111, 1.719)
C (5.098, -1.470, 2.420)
C (6.129, -2.134, 1.769)
C (6.041, -2.428, 0.413)
C (4.899, -2.057, -0.282)
C (3.847, -1.414, 0.361)
C (2.580, -1.067, -0.374)
O (2.015, 0.143, 0.049)
N (1.652, -2.208, -0.125)
N (0.351, -1.975, -0.265)
C (-0.552, -2.855, -0.068)
C (-1.984, -2.590, -0.228)
Br (-2.439, -0.849, -0.877)
C (-2.919, -3.491, 0.041)
C (-4.387, -3.437, -0.091)
C (-5.152, -4.104, 0.867)
C (-6.536, -4.087, 0.807)
C (-7.176, -3.422, -0.230)
C (-6.424, -2.782, -1.206)
C (-5.038, -2.786, -1.138)
H (2.372, -0.120, 1.644)
H (5.163, -1.218, 3.472)
H (7.017, -2.412, 2.324)
H (6.854, -2.928, -0.096)
H (4.816, -2.266, -1.345)
H (2.777, -1.041, -1.449)
H (1.968, -3.035, 0.356)
H (-0.274, -3.872, 0.201)
H (-2.522, -4.423, 0.444)
H (-4.652, -4.637, 1.670)
H (-7.116, -4.603, 1.562)
H (-8.258, -3.415, -0.285)
H (-6.919, -2.283, -2.031)
H (-4.465, -2.311, -1.926)
N (-0.010, 1.316, 4.064)
C (0.118, 0.001, 4.458)
C (0.043, -0.738, 3.321)
N (-0.127, 0.108, 2.253)
C (-0.151, 1.333, 2.726)
C (-0.292, 2.449, 1.807)
N (-0.370, 2.206, 0.519)
C (-0.471, 3.419, -0.125)
C (-0.462, 4.407, 0.807)
N (-0.349, 3.773, 2.029)
H (0.021, 2.108, 4.682)
H (0.260, -0.282, 5.488)
H (0.122, -1.806, 3.203)
H (-0.537, 3.498, -1.197)
H (-0.521, 5.478, 0.713)
H (-0.307, 4.239, 2.918)

* Kohn-Sham gap (alpha / beta): 0.279 / 0.241 Ha
* energy above the lowest of the compared OMol25 structures with the same formula, charge and spin: 0.0 kJ/mol
* E_tot: -109455.5829 eV
* charge: +1
* molecular weight: 675.4 g mol⁻¹
* spin multiplicity: 3
* strongest force on any atom: 0.013 Eh/bohr



The following is a quantum chemistry calculation of a single C6H13NO molecule, from the Open Molecules 2025 dataset.

CARTESIAN COORDINATES (ANGSTROEM)
C (2.119, -0.442, 0.113)
N (0.772, -0.803, -0.433)
C (-0.474, 0.014, -0.481)
C (-1.120, 0.311, 0.860)
C (-2.588, 0.109, 0.762)
O (-3.030, -1.014, 0.806)
C (-1.286, -0.569, -1.632)
C (2.278, 0.939, 0.657)
H (2.372, -1.210, 0.891)
H (2.865, -0.765, -0.701)
H (0.488, -1.702, -0.107)
H (-0.047, 1.018, -0.716)
H (-0.683, -0.231, 1.632)
H (-0.810, 1.377, 1.105)
H (-3.231, 0.957, 0.579)
H (-2.356, -0.300, -1.611)
H (-1.017, -0.119, -2.500)
H (-1.298, -1.715, -1.595)
H (1.411, 1.312, 1.226)
H (2.424, 1.818, -0.087)
H (3.212, 1.016, 1.232)

* structure (SMILES): CCN[C@@H](C)CC=O
* Kohn-Sham gap: 0.341 Ha
* energy above the lowest of the compared OMol25 structures with the same formula, charge and spin: 272.7 kJ/mol
* E_tot: -9968.3484 eV
* charge: 0
* molecular weight: 115.2 g mol⁻¹
* spin multiplicity: 1
* strongest force on any atom: 0.079 Eh/bohr



The following is a quantum chemistry calculation of a single C3H6O2 molecule, from the Open Molecules 2025 dataset.

CARTESIAN COORDINATES (ANGSTROEM)
C (-1.490, 0.968, 0.570)
C (-0.636, -0.420, -0.139)
C (0.451, 0.216, -0.235)
O (1.335, -0.967, -1.065)
O (2.630, -1.088, -0.437)
H (2.883, -1.988, -0.686)
H (-1.080, -1.388, -0.042)
H (1.084, 1.062, -0.048)
H (-1.247, 1.949, 0.173)
H (-1.429, 0.936, 1.654)
H (-2.501, 0.720, 0.255)

* structure (SMILES): C/C=C/OO
* Kohn-Sham gap: 0.361 Ha
* energy above the lowest of the compared OMol25 structures with the same formula, charge and spin: 683.5 kJ/mol
* E_tot: -7296.5938 eV
* charge: 0
* molecular weight: 74.1 g mol⁻¹
* spin multiplicity: 1
* strongest force on any atom: 0.153 Eh/bohr



The following is a quantum chemistry calculation of 16 unconnected molecules or ions with the total composition C56H90BF8N16O4, from the Open Molecules 2025 dataset.

CARTESIAN COORDINATES (ANGSTROEM)
C (-0.942, -1.205, 2.034)
C (0.406, -0.526, 2.372)
C (1.670, -1.217, 1.767)
C (1.530, -2.738, 1.544)
C (1.231, -3.147, 0.092)
C (2.444, -2.851, -0.834)
C (1.959, -2.579, -2.297)
C (2.786, -1.438, -2.920)
C (2.101, -0.733, -4.097)
C (0.774, -0.077, -3.650)
C (1.017, 1.128, -2.710)
C (0.245, 1.112, -1.366)
C (-1.156, 0.494, -1.428)
C (-2.033, 1.001, -2.569)
C (-3.178, 0.061, -3.099)
C (-3.445, -1.269, -2.360)
C (-2.362, -2.351, -2.639)
O (-2.874, -3.657, -2.821)
C (-3.617, -4.100, -1.719)
C (-3.535, -5.610, -1.547)
F (-3.923, -6.169, -2.708)
F (-2.322, -6.051, -1.295)
C (-4.566, -6.086, -0.487)
F (-5.802, -5.869, -0.926)
F (-4.437, -7.403, -0.397)
C (-4.335, -5.510, 0.941)
F (-3.063, -5.212, 1.178)
F (-4.662, -6.469, 1.795)
C (-5.228, -4.259, 1.287)
F (-4.422, -3.199, 1.444)
F (-5.797, -4.468, 2.481)
C (-4.446, 0.900, -2.890)
C (-5.840, 0.422, -3.158)
N (-4.241, 2.081, -2.449)
C (-2.791, 2.343, -2.312)
O (-2.510, 3.101, -3.507)
C (-2.307, 3.291, -1.227)
B (-3.266, 4.539, -0.960)
O (-2.991, 5.720, -1.612)
O (-4.341, 4.471, -0.074)
H (-0.914, -1.766, 1.097)
H (-1.706, -0.432, 1.914)
H (-1.207, -1.908, 2.826)
H (0.553, -0.404, 3.447)
H (0.366, 0.493, 1.968)
H (1.959, -0.675, 0.862)
H (2.489, -1.069, 2.476)
H (0.830, -3.176, 2.261)
H (2.499, -3.192, 1.789)
H (1.076, -4.233, 0.105)
H (0.312, -2.696, -0.296)
H (2.974, -1.979, -0.453)
H (3.055, -3.755, -0.868)
H (2.030, -3.489, -2.899)
H (0.890, -2.351, -2.200)
H (3.115, -0.700, -2.182)
H (3.699, -1.888, -3.309)
H (2.760, 0.057, -4.470)
H (1.937, -1.418, -4.937)
H (0.256, 0.259, -4.559)
H (0.171, -0.882, -3.222)
H (0.804, 2.059, -3.244)
H (2.084, 1.137, -2.468)
H (0.208, 2.145, -1.011)
H (0.812, 0.543, -0.622)
H (-1.018, -0.588, -1.481)
H (-1.698, 0.654, -0.487)
H (-1.464, 1.227, -3.466)
H (-3.073, -0.078, -4.182)
H (-3.431, -1.042, -1.289)
H (-4.409, -1.693, -2.647)
H (-1.704, -2.386, -1.756)
H (-1.725, -2.110, -3.492)
H (-4.678, -3.880, -1.920)
H (-3.363, -3.590, -0.780)
H (-6.048, -4.077, 0.593)
H (-6.566, 1.231, -3.151)
H (-5.809, -0.068, -4.137)
H (-6.083, -0.366, -2.445)
H (-5.003, 2.715, -2.240)
H (-2.805, 2.608, -4.289)
H (-2.090, 2.756, -0.296)
H (-1.353, 3.691, -1.575)
H (-3.795, 6.060, -2.029)
H (-5.174, 4.558, -0.562)
C (4.912, 0.511, 4.940)
C (5.011, 0.480, 3.478)
N (5.105, 0.468, 2.343)
H (4.243, 1.315, 5.244)
H (4.522, -0.436, 5.308)
H (5.899, 0.684, 5.372)
C (-5.237, -2.047, 4.403)
C (-5.344, -0.803, 5.171)
N (-5.418, 0.164, 5.770)
H (-4.565, -1.902, 3.560)
H (-4.847, -2.841, 5.036)
H (-6.217, -2.338, 4.032)
C (8.117, 3.229, 5.857)
C (7.800, 1.909, 6.409)
N (7.554, 0.873, 6.819)
H (8.819, 3.123, 5.033)
H (7.209, 3.702, 5.491)
H (8.561, 3.858, 6.626)
C (-4.693, -5.845, -5.663)
C (-4.603, -5.566, -7.100)
N (-4.531, -5.349, -8.218)
H (-4.127, -6.743, -5.424)
H (-4.287, -5.008, -5.098)
H (-5.734, -5.996, -5.380)
C (7.114, -1.991, -5.210)
C (6.123, -1.086, -4.631)
N (5.341, -0.385, -4.179)
H (6.830, -3.024, -4.986)
H (7.160, -1.848, -6.288)
H (8.094, -1.787, -4.782)
C (-9.036, 0.036, 5.018)
C (-9.892, 1.066, 4.420)
N (-10.561, 1.867, 3.956)
H (-8.050, 0.448, 5.231)
H (-9.480, -0.326, 5.944)
H (-8.930, -0.798, 4.326)
C (6.610, 3.402, -4.823)
C (7.548, 3.069, -5.899)
N (8.277, 2.809, -6.738)
H (7.042, 3.135, -3.861)
H (6.397, 4.470, -4.834)
H (5.682, 2.850, -4.960)
C (6.177, -4.363, -1.287)
C (6.155, -4.481, -2.744)
N (6.139, -4.557, -3.884)
H (5.541, -3.537, -0.974)
H (5.816, -5.285, -0.833)
H (7.188, -4.174, -0.952)
C (6.663, 2.790, 10.170)
C (6.050, 3.910, 9.446)
N (5.576, 4.779, 8.877)
H (7.656, 3.070, 10.516)
H (6.048, 2.528, 11.029)
H (6.746, 1.926, 9.512)
C (10.113, -3.972, -2.639)
C (9.140, -3.034, -2.071)
N (8.379, -2.305, -1.628)
H (9.838, -4.992, -2.376)
H (10.128, -3.875, -3.723)
H (11.105, -3.756, -2.246)
C (-5.889, 9.053, -2.378)
C (-6.015, 7.689, -1.858)
N (-6.113, 6.628, -1.445)
H (-5.228, 9.058, -3.242)
H (-6.868, 9.425, -2.674)
H (-5.477, 9.702, -1.608)
C (6.470, 3.385, 1.087)
C (7.576, 3.832, 1.940)
N (8.440, 4.179, 2.601)
H (6.740, 3.512, 0.040)
H (6.258, 2.333, 1.277)
H (5.580, 3.973, 1.301)
C (3.256, 7.138, 8.396)
C (3.404, 8.525, 8.846)
N (3.519, 9.606, 9.196)
H (4.150, 6.567, 8.646)
H (2.395, 6.683, 8.882)
H (3.109, 7.115, 7.317)
C (-0.011, 0.903, -8.012)
C (-1.015, 1.427, -7.082)
N (-1.797, 1.836, -6.357)
H (0.934, 1.421, -7.861)
H (0.131, -0.161, -7.837)
H (-0.344, 1.056, -9.036)
C (-12.367, 1.166, 7.598)
C (-12.060, -0.155, 8.154)
N (-11.821, -1.187, 8.582)
H (-11.924, 1.262, 6.607)
H (-13.444, 1.296, 7.517)
H (-11.963, 1.944, 8.243)

* Kohn-Sham gap: 0.331 Ha
* E_tot: -113971.1007 eV
* charge: +1
* molecular weight: 1214.2 g mol⁻¹
* spin multiplicity: 1
* strongest force on any atom: 0.070 Eh/bohr



The following is a quantum chemistry calculation of 3 unconnected molecules or ions with the total composition C12H34B3N2O10P, from the Open Molecules 2025 dataset.

CARTESIAN COORDINATES (ANGSTROEM)
O (7.896, -4.810, -0.300)
P (7.643, -3.999, -1.491)
O (8.299, -2.537, -1.382)
O (8.253, -4.653, -2.827)
B (5.726, -3.760, -1.709)
O (5.153, -2.506, -1.807)
B (4.285, -2.406, -2.886)
O (3.621, -3.530, -3.332)
B (4.051, -4.779, -2.919)
O (4.901, -4.853, -1.827)
H (8.370, -2.057, -2.215)
H (8.075, -4.185, -3.653)
H (4.175, -1.361, -3.438)
H (3.749, -5.763, -3.506)
C (-0.542, -3.443, -2.216)
O (0.243, -3.844, -1.112)
C (1.372, -3.023, -0.855)
C (1.214, -2.232, 0.423)
N (0.197, -1.202, 0.282)
C (-0.171, -0.523, 1.522)
C (-0.787, -1.352, 2.641)
O (-2.079, -1.853, 2.353)
C (-2.118, -3.068, 1.636)
H (-1.260, -4.239, -2.405)
H (-1.091, -2.515, -2.022)
H (0.073, -3.303, -3.110)
H (1.558, -2.354, -1.703)
H (2.235, -3.688, -0.748)
H (2.170, -1.753, 0.658)
H (0.996, -2.946, 1.229)
H (-0.634, -1.614, -0.123)
H (-0.883, 0.262, 1.270)
H (0.719, -0.023, 1.917)
H (-0.911, -0.689, 3.500)
H (-0.132, -2.172, 2.963)
H (-1.269, -3.711, 1.885)
H (-2.133, -2.912, 0.552)
H (-3.039, -3.582, 1.912)
C (-4.429, 4.885, -1.642)
O (-3.551, 5.676, -0.870)
C (-4.155, 6.327, 0.239)
C (-3.672, 5.746, 1.549)
N (-4.173, 4.394, 1.742)
C (-3.595, 3.679, 2.873)
C (-2.097, 3.403, 2.862)
O (-1.683, 2.480, 1.872)
C (-1.453, 3.020, 0.585)
H (-3.889, 4.589, -2.540)
H (-4.751, 3.980, -1.115)
H (-5.319, 5.449, -1.937)
H (-5.246, 6.268, 0.172)
H (-3.870, 7.382, 0.197)
H (-4.034, 6.376, 2.367)
H (-2.574, 5.802, 1.550)
H (-4.014, 3.859, 0.898)
H (-4.105, 2.715, 2.946)
H (-3.833, 4.233, 3.787)
H (-1.846, 2.941, 3.820)
H (-1.504, 4.323, 2.788)
H (-1.083, 4.048, 0.639)
H (-2.351, 3.001, -0.040)
H (-0.697, 2.400, 0.101)

* structure (SMILES): O=P(O)(O)B1OBOBO1.COCCNCCOC.COCCNCCOC
* Kohn-Sham gap: 0.301 Ha
* E_tot: -47774.3367 eV
* charge: 0
* molecular weight: 429.8 g mol⁻¹
* spin multiplicity: 1
* strongest force on any atom: 0.021 Eh/bohr



Q: The lowest strongest force on any atom belongs to which entry?
A: C22H20BrN6O2Pt